This record from the OMol25 dataset describes a molecular structure, C40H41Br2I2N5O4SSn. The level of theory is wB97M-V/def2-TZVPD.

Computed properties:
F_max	1.80	eV/A

ORCA input file:
```
! RIJCOSX wB97M-V def2-TZVPD def2/J DEFGRID3
* xyz 0 1
Sn 0.183 0.048 -0.673
I 0.461 4.580 6.525
C 0.380 4.173 4.448
C -0.425 4.917 3.620
C -0.462 4.647 2.258
I -1.596 6.194 1.315
C 0.187 3.551 1.669
O -1.219 2.490 -0.031
C 0.986 2.797 2.558
C 1.763 1.552 2.218
N 0.892 0.388 2.156
C 0.265 0.031 3.422
C -1.239 -0.002 3.320
C -1.991 -0.490 4.388
C -3.370 -0.476 4.294
C -3.948 0.033 3.141
C -3.111 0.487 2.135
N -1.793 0.467 2.216
C 1.114 3.148 3.903
H -1.005 5.729 4.026
H 2.244 1.647 1.249
H 2.543 1.402 2.989
H 2.446 -0.814 2.201
H 0.617 -0.962 3.735
H 0.526 0.741 4.216
H -1.499 -0.873 5.271
H -3.980 -0.843 5.107
H -5.021 0.072 3.030
H -3.505 0.891 1.216
H 1.794 2.596 4.537
C -2.459 3.131 -0.125
C 0.023 3.200 0.136
C 0.192 4.446 -0.686
C 1.396 4.786 -1.168
C 2.459 3.833 -1.234
C 3.703 4.043 -1.840
Br 4.328 5.830 -2.086
C 4.474 2.999 -2.289
C 3.959 1.706 -2.196
Br 4.921 0.276 -3.000
C 2.749 1.416 -1.595
O 2.214 0.220 -1.584
C 2.046 2.510 -1.005
N 0.914 2.194 -0.359
H -2.425 3.993 -0.794
H -2.855 3.433 0.852
H -3.132 2.393 -0.564
H -0.666 5.040 -0.945
H 1.522 5.728 -1.682
H 5.430 3.168 -2.760
N -0.876 -5.968 -4.112
C -0.678 -4.716 -3.623
C -1.710 -4.013 -2.992
C -1.458 -2.742 -2.530
N -0.294 -2.117 -2.632
C 0.687 -2.778 -3.241
C 0.552 -4.055 -3.745
H -1.732 -6.453 -3.906
H -0.088 -6.524 -4.392
H -2.683 -4.465 -2.867
H -2.236 -2.192 -2.035
H 1.632 -2.263 -3.292
H 1.381 -4.553 -4.224
C 4.366 -1.877 -0.060
C 3.595 -3.138 0.266
S 1.893 -3.005 -0.408
O 1.626 -0.714 1.680
C 0.942 -4.069 0.741
C 0.617 -5.396 0.086
H 5.347 -1.904 0.407
H 3.821 -1.004 0.284
H 4.486 -1.789 -1.133
H 3.507 -3.298 1.340
H 4.072 -4.009 -0.184
H 0.036 -3.515 0.985
H 1.524 -4.197 1.651
H 0.039 -5.227 -0.819
H 0.043 -6.033 0.754
H 1.535 -5.911 -0.181
C -4.221 -1.687 -0.341
C -3.604 -0.646 -1.248
O -2.584 -0.066 -0.927
C -4.285 -0.367 -2.530
C -3.636 0.449 -3.459
C -4.225 0.731 -4.676
C -5.471 0.205 -4.980
C -6.128 -0.599 -4.061
C -5.543 -0.886 -2.842
H -3.539 -1.882 0.483
H -4.411 -2.610 -0.884
H -5.165 -1.322 0.058
H -2.661 0.841 -3.207
H -3.718 1.368 -5.384
H -5.929 0.419 -5.934
H -7.105 -0.997 -4.293
H -6.072 -1.505 -2.134
*
```

***

This record from the OMol25 dataset describes a molecular structure, C10H12AlN2O5S. The level of theory is wB97M-V/def2-TZVPD.

Computed properties:
F_max	7.16	eV/A

ORCA input file:
```
! RIJCOSX wB97M-V def2-TZVPD def2/J DEFGRID3
* xyz 3 1
O -0.295 3.869 -3.362
C -0.016 2.989 -2.685
Al 0.187 -0.675 -2.286
O -0.250 -0.023 -5.629
C -0.067 -0.051 -4.486
C -0.067 -2.649 -3.017
O -0.241 -3.632 -3.586
C -1.871 -0.112 -2.244
O -3.001 0.105 -2.446
C 2.213 -0.148 -2.916
O 3.236 -0.003 -3.404
C 0.761 2.293 0.817
N 0.253 1.210 1.676
C 0.177 1.533 3.113
C 0.278 -0.043 1.163
S 1.341 -0.355 -0.227
N -0.484 -1.073 1.649
C -0.545 -1.461 3.059
C -0.722 -2.206 0.761
H 0.659 3.216 1.384
H 0.185 2.369 -0.111
H 1.815 2.130 0.574
H -0.839 1.414 3.491
H 0.896 0.934 3.682
H 0.458 2.587 3.194
H -1.486 -1.994 3.243
H 0.297 -2.119 3.312
H -0.518 -0.595 3.706
H -1.238 -1.894 -0.153
H 0.226 -2.667 0.470
H -1.341 -2.950 1.259
*
```

***

This record from the OMol25 dataset describes 2 unconnected molecules or ions with the total composition FHNO3. The level of theory is wB97M-V/def2-TZVPD.

Computed properties:
F_max	3.95	eV/A

ORCA input file:
```
! RIJCOSX wB97M-V def2-TZVPD def2/J DEFGRID3
* xyz -1 1
N -0.177 0.252 -0.587
O 0.145 1.346 -0.210
O 0.025 -0.211 -1.718
O -1.078 -0.440 0.563
F 1.576 -0.717 0.514
H -0.491 -0.230 1.439
*
```

***

Relative energy (zero: lowest compared OMol25 entry of this formula, charge and spin), record by record: 105.2, 10.1, 8.4 kcal per mole
Total energy, record by record: -230736.7146, -41181.8412, -10362.2543 eV
LUMO level, record by record: -0.277, -13.253, 4.348 eV